# 1
Computed, not measured: a 11-piece molecular cluster, C37H56F6N2O15P overall, with wB97M-V/def2-TZVPD.

Calculated total energy in hartree: -3622.49480
Lowest unoccupied orbital energy in eV: 1.744
Strongest force on any atom in eV/A: 2.98
Frontier orbital gap in Ha: 0.284
Energy relative to the best compared isomer or geometry (same formula, charge and spin) in kJ/mol: 0.0
HOMO in eV: -6.0
Net charge: -1
Multiplicity: 1

Last column: Löwdin charge in e.
CARTESIAN COORDINATES (ANGSTROEM)
P: 11.962 -6.652 -35.733  0.21
F: 12.541 -5.432 -34.830  -0.15
F: 10.423 -6.173 -35.587  -0.16
F: 12.022 -5.752 -37.069  -0.15
F: 11.480 -7.947 -36.606  -0.17
F: 13.473 -7.202 -35.871  -0.14
F: 11.839 -7.538 -34.369  -0.16
O: 14.129 -0.649 -34.473  0.12
C: 13.120 -1.245 -34.709  -0.49
O: 12.826 -1.608 -35.982  0.00
C: 11.588 -2.386 -36.025  -0.12
C: 10.891 -1.890 -34.766  -0.16
C: 12.008 -1.697 -33.769  -0.07
H: 11.861 -3.436 -36.021  0.10
H: 11.017 -2.085 -36.899  0.12
H: 10.004 -2.485 -34.557  0.09
H: 10.521 -0.891 -35.024  0.12
H: 12.346 -2.620 -33.292  0.13
H: 11.782 -0.950 -33.014  0.12
O: 9.277 -8.487 -31.018  0.11
C: 8.538 -8.736 -31.931  -0.50
O: 7.211 -8.837 -31.748  0.02
C: 6.537 -8.999 -33.014  -0.13
C: 7.542 -8.385 -33.975  -0.15
C: 8.856 -8.967 -33.428  -0.04
H: 5.555 -8.534 -32.909  0.13
H: 6.269 -10.042 -33.214  0.13
H: 7.482 -7.301 -34.032  0.09
H: 7.306 -8.754 -34.975  0.09
H: 9.677 -8.284 -33.630  0.10
H: 8.883 -10.048 -33.542  0.14
O: 7.895 -11.687 -36.221  0.13
C: 8.268 -10.969 -37.097  -0.46
O: 8.447 -11.441 -38.371  0.02
C: 8.849 -10.391 -39.251  -0.16
C: 9.474 -9.356 -38.338  -0.16
C: 8.625 -9.495 -37.098  -0.08
H: 8.000 -9.997 -39.822  0.13
H: 9.512 -10.770 -40.030  0.12
H: 9.592 -8.334 -38.685  0.07
H: 10.496 -9.673 -38.116  0.09
H: 7.644 -9.010 -37.162  0.13
H: 9.136 -9.189 -36.191  0.10
O: 6.263 -5.330 -30.712  0.13
C: 7.195 -4.930 -31.346  -0.50
O: 7.609 -5.529 -32.470  -0.01
C: 8.950 -5.122 -32.820  -0.12
C: 9.192 -3.796 -32.068  -0.13
C: 8.131 -3.818 -30.951  -0.05
H: 9.126 -5.305 -33.877  0.10
H: 9.566 -5.897 -32.340  0.13
H: 9.059 -3.000 -32.805  0.08
H: 10.228 -3.657 -31.764  0.11
H: 7.632 -2.858 -30.876  0.12
H: 8.603 -4.113 -30.016  0.13
O: 5.578 -7.082 -38.439  0.11
C: 6.166 -6.315 -37.729  -0.49
O: 5.624 -5.838 -36.596  0.02
C: 6.484 -4.923 -35.888  -0.13
C: 7.846 -5.081 -36.514  -0.14
C: 7.607 -5.851 -37.854  -0.04
H: 6.463 -5.256 -34.851  0.11
H: 6.026 -3.940 -35.998  0.12
H: 8.465 -5.803 -35.979  0.07
H: 8.464 -4.191 -36.604  0.11
H: 8.272 -6.702 -37.958  0.10
H: 7.814 -5.120 -38.633  0.10
O: 16.660 -10.953 -39.598  0.12
C: 15.882 -10.048 -39.561  -0.49
O: 16.031 -8.999 -38.734  0.03
C: 14.836 -8.226 -38.562  -0.12
C: 13.786 -8.952 -39.404  -0.15
C: 14.577 -9.858 -40.346  -0.06
H: 15.063 -7.204 -38.861  0.12
H: 14.505 -8.288 -37.529  0.11
H: 13.168 -8.257 -39.983  0.11
H: 13.050 -9.501 -38.820  0.08
H: 14.766 -9.529 -41.362  0.12
H: 14.099 -10.838 -40.327  0.12
O: 16.363 -5.811 -34.893  0.14
C: 16.295 -5.064 -35.818  -0.47
O: 17.023 -5.263 -36.948  0.02
C: 16.740 -4.291 -37.933  -0.18
C: 15.467 -3.571 -37.428  -0.15
C: 15.545 -3.727 -35.919  -0.06
H: 16.555 -4.623 -38.956  0.11
H: 17.586 -3.600 -38.016  0.12
H: 14.660 -4.195 -37.821  0.11
H: 15.355 -2.550 -37.785  0.11
H: 14.546 -3.826 -35.509  0.10
H: 16.207 -3.026 -35.411  0.14
C: 13.671 -6.796 -32.036  -0.18
O: 14.460 -7.155 -33.141  -0.13
H: 13.191 -5.831 -32.236  0.06
H: 12.979 -7.575 -31.699  0.07
H: 14.360 -6.682 -31.192  0.07
H: 13.948 -7.464 -33.895  0.03
N: 9.020 -4.845 -41.084  0.00
C: 8.787 -6.115 -41.575  -0.12
C: 9.689 -6.946 -40.955  -0.11
C: 10.356 -6.212 -39.938  -0.12
C: 9.978 -4.914 -40.111  -0.16
H: 8.684 -4.016 -41.537  0.14
H: 8.117 -6.300 -42.396  0.10
H: 9.677 -8.009 -41.144  0.09
H: 11.122 -6.587 -39.279  0.08
H: 10.284 -3.953 -39.725  0.11
N: 12.237 -10.626 -36.086  0.03
C: 12.539 -11.708 -36.885  -0.14
C: 12.766 -12.787 -36.057  -0.11
C: 12.512 -12.363 -34.714  -0.10
C: 12.208 -11.027 -34.797  -0.15
H: 11.899 -9.728 -36.403  0.09
H: 12.424 -11.646 -37.955  0.09
H: 13.181 -13.716 -36.414  0.08
H: 12.659 -12.933 -33.814  0.08
H: 11.845 -10.389 -34.005  0.11

Cartesian forces (eV/Å) of the 6 atoms listed first:
P 0.7 -0.4 1.0
F -0.7 0.3 -0.4
F 0.2 -0.1 0.5
F 0.7 -0.2 -0.1
F -0.4 0.3 -0.2
F 0.1 0.3 -0.7

=====

# 2
Computed, not measured: C37H57AsNO4P2S2SiZn as an isolated structure, with wB97M-V/def2-TZVPD.

Calculated total energy in hartree: -7583.78844
Lowest unoccupied orbital energy in eV: 2.556
Strongest force on any atom in eV/A: 0.82
Frontier orbital gap in Ha: 0.259
Energy relative to the best compared isomer or geometry (same formula, charge and spin) in kJ/mol: 260.6
HOMO in eV: -4.5
Net charge: -1
Multiplicity: 1

Last column: Löwdin charge in e.
CARTESIAN COORDINATES (ANGSTROEM)
Zn: 0.135 -1.144 0.670  0.31
S: 1.326 -0.883 2.674  0.65
C: 0.675 0.339 3.746  -0.69
C: 1.402 0.530 4.934  -0.15
C: 1.012 1.438 5.895  -0.11
C: -0.147 2.177 5.701  -0.11
C: -0.871 1.999 4.535  -0.12
C: -0.492 1.100 3.533  -0.38
As: -1.420 1.089 1.773  1.33
C: -2.816 -0.228 2.125  -0.37
C: -2.463 -1.486 2.862  -0.31
C: -3.641 -2.347 3.374  -0.51
C: -4.991 -1.952 2.891  -0.14
C: -5.159 -0.949 2.029  -0.10
C: -4.065 -0.058 1.667  -0.17
C: -2.501 2.718 2.152  -0.40
C: -1.964 3.936 1.740  -0.13
C: -2.585 5.139 2.041  -0.10
C: -3.761 5.150 2.775  -0.10
C: -4.303 3.946 3.201  -0.09
C: -3.678 2.747 2.895  -0.13
H: 2.289 -0.073 5.076  0.08
H: 1.602 1.567 6.795  0.09
H: -0.488 2.886 6.444  0.09
H: -1.774 2.575 4.410  0.08
H: -1.729 -1.278 3.648  0.13
H: -3.634 -2.527 4.450  0.10
H: -5.819 -2.565 3.228  0.10
H: -6.145 -0.719 1.641  0.10
H: -4.307 0.808 1.066  0.07
H: -1.029 3.933 1.189  0.09
H: -2.144 6.073 1.713  0.10
H: -4.247 6.086 3.021  0.09
H: -5.208 3.939 3.797  0.10
H: -4.103 1.822 3.261  0.10
C: -3.874 3.433 -2.051  -0.31
P: -2.938 1.930 -1.483  0.83
C: -1.249 2.435 -1.988  -0.30
C: -3.370 0.837 -2.916  -0.45
C: -2.460 -0.400 -3.012  -0.43
P: -2.065 -1.221 -1.370  0.86
C: -3.649 -2.144 -1.153  -0.27
C: -1.058 -2.585 -2.086  -0.29
H: -3.642 3.686 -3.088  0.03
H: -3.617 4.273 -1.406  0.02
H: -4.945 3.247 -1.957  0.03
H: -1.186 2.590 -3.068  0.04
H: -0.552 1.661 -1.662  0.00
H: -0.989 3.358 -1.466  0.03
H: -3.330 1.426 -3.839  0.07
H: -4.405 0.512 -2.767  0.07
H: -1.491 -0.115 -3.434  0.06
H: -2.915 -1.148 -3.670  0.07
H: -3.892 -2.706 -2.058  0.04
H: -4.457 -1.449 -0.921  0.02
H: -3.544 -2.836 -0.319  0.01
H: -1.551 -3.022 -2.959  0.04
H: -0.922 -3.344 -1.318  0.02
H: -0.081 -2.190 -2.365  0.01
S: -3.075 -3.874 2.495  0.85
C: -1.876 -2.541 1.914  -0.69
N: -1.013 -2.622 1.056  -0.04
C: 2.478 -4.206 0.823  -0.03
C: 2.802 -3.439 -0.457  -0.63
C: 2.300 -4.227 -1.671  -0.02
C: 4.308 -3.207 -0.577  -0.02
O: 2.104 -2.199 -0.360  -0.15
Si: 2.190 -0.786 -1.235  -0.02
O: 0.864 -0.076 -0.760  -0.35
O: 2.229 -1.252 -2.816  -0.11
C: 2.763 -0.600 -3.961  -0.64
C: 2.400 0.887 -3.962  -0.02
C: 2.139 -1.291 -5.174  -0.03
C: 4.286 -0.769 -3.982  -0.03
O: 3.604 0.042 -1.055  -0.11
C: 4.099 0.956 -0.077  -0.63
C: 3.052 2.012 0.281  -0.03
C: 5.317 1.628 -0.717  -0.04
C: 4.536 0.212 1.178  -0.04
H: 2.917 -5.204 0.798  0.08
H: 1.395 -4.288 0.923  0.08
H: 2.858 -3.662 1.689  0.08
H: 2.882 -5.142 -1.795  0.08
H: 2.388 -3.612 -2.565  0.07
H: 1.251 -4.486 -1.529  0.08
H: 4.832 -4.157 -0.687  0.09
H: 4.675 -2.701 0.315  0.08
H: 4.520 -2.579 -1.444  0.07
H: 1.317 0.996 -3.898  0.08
H: 2.762 1.378 -4.866  0.09
H: 2.843 1.362 -3.088  0.07
H: 1.058 -1.141 -5.166  0.08
H: 2.341 -2.362 -5.131  0.08
H: 2.547 -0.888 -6.102  0.08
H: 4.693 -0.348 -3.065  0.07
H: 4.725 -0.263 -4.843  0.08
H: 4.547 -1.828 -4.024  0.08
H: 2.718 2.532 -0.619  0.09
H: 3.477 2.733 0.980  0.09
H: 2.184 1.536 0.735  0.06
H: 5.021 2.224 -1.583  0.08
H: 6.028 0.868 -1.044  0.08
H: 5.807 2.280 0.006  0.08
H: 3.691 -0.320 1.606  0.02
H: 4.916 0.916 1.920  0.09
H: 5.322 -0.508 0.939  0.08

Cartesian forces (eV/Å) of the 6 atoms listed first:
Zn 0.4 0.4 0.0
S 0.0 0.0 0.0
C 0.0 -0.1 -0.2
C 0.0 0.0 0.1
C 0.0 0.0 0.0
C -0.1 0.0 0.0

=====

Which of these has the highest lowest unoccupied orbital energy? C37H57AsNO4P2S2SiZn